# 1
{
  "formula": "C5H8O2",
  "method": "ωB97M-V with the def2-TZVPD basis set",
  "symbols": ["C", "C", "O", "C", "C", "C", "O", "H", "H", "H", "H", "H", "H", "H", "H"],
  "coordinates": [[-2.351, 0.209, 0.050], [-1.146, 0.766, 0.116], [-0.427, 0.838, 1.267], [0.978, 0.679, 1.123], [1.556, -0.619, 0.645], [1.599, 0.397, -0.169], [1.853, 0.932, -1.365], [-0.736, -1.869, -0.784], [-2.801, -0.262, 0.917], [-2.907, 0.234, -0.881], [-0.674, 1.226, -0.754], [1.452, 1.272, 1.905], [-0.209, -2.362, -0.973], [1.693, -1.664, 0.870], [2.120, 0.221, -1.967]],
  "forces_ev_per_a": [[0.127, 0.122, 0.036], [-0.243, -0.089, -0.179], [-0.119, -0.063, 0.010], [0.232, 0.203, 0.090], [0.047, 0.140, -0.251], [-0.129, -0.257, 0.340], [0.077, -0.181, -0.042], [0.068, -0.092, -0.049], [0.055, 0.066, -0.084], [0.086, 0.037, 0.142], [-0.085, -0.070, 0.111], [-0.063, -0.073, -0.121], [-0.089, -0.029, -0.030], [0.016, 0.151, -0.019], [0.021, 0.135, 0.047]],
  "homo_ev": -8.8355,
  "de_lowest_ev": 4.752,
  "energy_ev": -9405.080,
  "smiles": "C=CO[C@H]1C=C1O.[H][H]",
  "e_lumo_ev": 0.6
}

# 2
{
  "formula": "C5H8O2",
  "method": "ωB97M-V with the def2-TZVPD basis set",
  "symbols": ["C", "C", "O", "C", "O", "C", "C", "H", "H", "H", "H", "H", "H", "H", "H"],
  "coordinates": [[-1.726, -0.610, 0.369], [-0.996, -0.024, 1.541], [-0.772, 1.158, 1.709], [0.963, 0.774, -0.731], [0.109, 1.787, -0.822], [1.607, -0.275, -1.549], [1.698, -0.043, -0.044], [-1.951, 0.158, -0.373], [-1.117, -1.401, -0.084], [-2.654, -1.072, 0.727], [-0.208, 1.976, 0.085], [2.452, -0.019, -2.196], [1.008, -1.109, -1.935], [-0.660, -0.753, 2.304], [2.116, -0.408, 0.880]],
  "forces_ev_per_a": [[0.012, 0.112, -0.027], [0.033, 0.262, 0.036], [-0.159, -0.483, -0.053], [0.198, -0.252, 0.119], [0.098, -0.097, 0.125], [0.012, -0.044, -0.348], [-0.127, 0.190, 0.085], [-0.005, -0.113, 0.095], [-0.090, 0.104, 0.112], [0.132, 0.053, -0.034], [0.006, 0.020, -0.125], [-0.114, -0.012, 0.107], [0.098, 0.128, 0.065], [-0.031, 0.064, -0.010], [-0.063, 0.068, -0.150]],
  "homo_ev": -8.7014,
  "de_lowest_ev": 3.282,
  "energy_ev": -9406.550,
  "smiles": "OC1=CC1.CC=O",
  "e_lumo_ev": 0.9
}

# 3
{
  "formula": "C5H8O2",
  "method": "ωB97M-V with the def2-TZVPD basis set",
  "symbols": ["C", "C", "C", "O", "C", "C", "O", "H", "H", "H", "H", "H", "H", "H", "H"],
  "coordinates": [[1.653, -0.781, 0.173], [0.590, 0.266, 0.514], [0.833, 1.247, -0.641], [-0.304, 1.344, -1.274], [-1.425, 0.973, -0.407], [-0.898, -0.186, 0.422], [-1.128, -1.471, -0.112], [2.632, -0.297, 0.234], [1.536, -1.099, -0.871], [1.620, -1.659, 0.818], [0.792, 0.692, 1.505], [-1.534, 1.855, 0.227], [-2.320, 0.830, -1.012], [-1.395, -0.198, 1.397], [-0.710, -1.537, -0.980]],
  "forces_ev_per_a": [[0.127, -0.205, 0.033], [0.183, -0.004, -0.057], [-0.342, -0.250, -0.068], [0.266, 0.435, 0.118], [-0.199, 0.017, 0.108], [0.007, 0.374, 0.102], [0.107, 0.089, -0.301], [-0.119, -0.207, 0.060], [0.068, -0.099, 0.191], [-0.052, 0.067, -0.014], [0.058, 0.104, -0.270], [-0.393, -0.124, 0.065], [0.126, -0.213, 0.036], [0.198, 0.028, -0.098], [-0.034, -0.011, 0.096]],
  "homo_ev": -8.5981,
  "de_lowest_ev": 3.196,
  "energy_ev": -9406.636,
  "e_lumo_ev": 0.8
}

# 4
{
  "formula": "C5H8O2",
  "method": "ωB97M-V with the def2-TZVPD basis set",
  "symbols": ["O", "C", "C", "C", "O", "C", "C", "H", "H", "H", "H", "H", "H", "H", "H"],
  "coordinates": [[-1.138, -1.729, -0.005], [-1.515, -0.373, -0.143], [-0.734, 0.566, 0.779], [0.785, 0.696, 0.468], [1.498, -0.025, 1.470], [1.097, 0.189, -0.890], [1.303, -0.178, -2.020], [-0.210, -1.729, 0.230], [-2.570, -0.310, 0.137], [-1.434, -0.027, -1.187], [-0.792, 0.184, 1.804], [-1.186, 1.565, 0.745], [1.057, 1.765, 0.496], [2.408, -0.135, 1.161], [1.431, -0.462, -3.045]],
  "forces_ev_per_a": [[-0.112, 0.165, 0.015], [-0.286, 0.478, 0.154], [0.179, -0.066, -0.067], [-0.335, 0.010, -0.417], [0.146, -0.082, -0.214], [0.234, 0.101, -0.501], [-0.148, 0.269, 0.468], [0.338, -0.273, -0.026], [0.022, -0.029, -0.048], [0.061, -0.195, 0.218], [-0.075, 0.175, -0.091], [0.022, -0.232, 0.019], [0.032, -0.319, 0.035], [-0.137, 0.022, 0.137], [0.059, -0.025, 0.316]],
  "homo_ev": -10.1604,
  "de_lowest_ev": 2.656,
  "energy_ev": -9407.176,
  "smiles": "C#C[C@H](O)CCO",
  "e_lumo_ev": 0.8
}

# 5
{
  "formula": "C5H8O2",
  "method": "ωB97M-V with the def2-TZVPD basis set",
  "symbols": ["C", "C", "C", "C", "O", "C", "O", "H", "H", "H", "H", "H", "H", "H", "H"],
  "coordinates": [[-0.308, 1.515, -0.008], [-0.112, 0.104, 0.499], [-0.622, -1.045, -0.328], [-1.279, -0.689, 0.985], [1.052, -0.093, 1.251], [2.619, -0.496, -1.327], [2.455, -0.295, -2.429], [0.453, 1.778, -0.755], [-0.240, 2.228, 0.820], [-1.290, 1.624, -0.479], [-1.154, -0.811, -1.247], [-0.036, -1.959, -0.363], [-2.269, -0.240, 0.976], [-1.072, -1.343, 1.826], [1.774, -0.300, 0.644]],
  "forces_ev_per_a": [[-0.011, 0.007, 0.004], [-0.294, 0.071, -0.102], [0.042, -0.124, -0.151], [-0.127, 0.049, 0.172], [0.217, -0.067, -0.024], [-0.180, 0.232, -1.345], [0.223, -0.237, 1.172], [-0.096, -0.046, 0.153], [0.006, -0.102, -0.107], [0.140, -0.032, 0.064], [0.096, -0.023, 0.133], [-0.063, 0.149, 0.057], [0.158, -0.058, -0.042], [-0.067, 0.105, -0.142], [-0.043, 0.077, 0.159]],
  "homo_ev": -9.9172,
  "de_lowest_ev": 1.410,
  "energy_ev": -9408.423,
  "e_lumo_ev": 0.9
}

# 6
{
  "formula": "C5H8O2",
  "method": "ωB97M-V with the def2-TZVPD basis set",
  "symbols": ["C", "C", "C", "C", "O", "C", "O", "H", "H", "H", "H", "H", "H", "H", "H"],
  "coordinates": [[-0.278, -0.244, 1.500], [0.013, 0.476, 0.203], [0.997, -0.132, -0.759], [1.335, 1.133, -0.005], [-1.062, 1.203, -0.324], [-2.097, -1.320, -1.615], [-1.902, -2.434, -1.556], [-1.008, -1.050, 1.354], [-0.683, 0.456, 2.237], [0.635, -0.689, 1.911], [1.494, -1.054, -0.464], [0.804, -0.042, -1.825], [2.082, 1.097, 0.783], [1.298, 2.061, -0.567], [-1.592, 0.610, -0.873]],
  "forces_ev_per_a": [[-0.009, 0.001, 0.025], [0.253, -0.121, 0.169], [0.023, -0.126, -0.161], [0.101, 0.181, 0.104], [-0.161, -0.033, -0.137], [0.213, -1.363, 0.036], [-0.241, 1.167, -0.096], [0.084, 0.141, 0.004], [0.034, -0.069, -0.089], [-0.128, 0.068, -0.085], [-0.109, 0.161, -0.041], [-0.003, 0.031, 0.166], [-0.125, -0.049, -0.109], [0.054, -0.147, 0.079], [0.015, 0.155, 0.135]],
  "homo_ev": -9.9134,
  "de_lowest_ev": 1.413,
  "energy_ev": -9408.419,
  "e_lumo_ev": 0.9
}

# 7
{
  "formula": "C5H8O2",
  "method": "ωB97M-V with the def2-TZVPD basis set",
  "symbols": ["C", "C", "C", "O", "C", "C", "O", "H", "H", "H", "H", "H", "H", "H", "H"],
  "coordinates": [[1.652, -0.585, 0.340], [0.375, 0.127, 0.576], [0.099, 1.215, -0.686], [-0.919, 0.732, -1.580], [-1.278, 0.763, -0.250], [-0.978, -0.585, 0.391], [-0.975, -1.689, -0.471], [2.413, 0.194, 0.268], [1.553, -1.082, -0.625], [1.887, -1.308, 1.119], [0.294, 0.634, 1.562], [0.161, 2.310, -0.759], [-1.823, 1.529, 0.267], [-1.611, -0.845, 1.252], [-0.926, -1.329, -1.371]],
  "forces_ev_per_a": [[0.441, -0.279, 0.026], [0.951, 0.176, -0.660], [-0.916, -0.495, 2.433], [0.035, -0.208, -0.307], [-1.675, 0.466, -0.431], [0.111, 0.722, -0.002], [-0.123, 0.280, -0.193], [0.271, -0.325, 0.034], [0.311, -0.152, 0.151], [0.164, -0.098, 0.007], [0.313, 0.204, -0.821], [0.572, -0.636, 0.391], [-1.162, 0.165, -0.601], [0.669, 0.277, -0.071], [0.039, -0.098, 0.043]],
  "homo_ev": -8.9703,
  "de_lowest_ev": 4.261,
  "energy_ev": -9405.571,
  "e_lumo_ev": 1.0
}

# 8
{
  "formula": "C5H8O2",
  "method": "ωB97M-V with the def2-TZVPD basis set",
  "symbols": ["C", "C", "C", "C", "C", "H", "H", "H", "H", "H", "H", "H", "H", "O", "O"],
  "coordinates": [[0.349, -2.294, -0.381], [0.692, -1.175, -0.970], [0.896, 0.118, -0.259], [-0.796, 0.715, 1.105], [-0.654, 1.798, -0.012], [0.204, -3.210, -0.961], [0.237, -2.353, 0.690], [0.721, -1.135, -2.078], [1.936, 0.453, -0.219], [-1.604, -0.020, 0.852], [-0.903, 1.149, 2.100], [-1.586, 2.101, -0.403], [-0.119, 2.654, 0.395], [0.470, 0.065, 1.069], [0.157, 1.135, -0.929]],
  "forces_ev_per_a": [[-0.019, -0.996, 0.079], [-0.196, 0.311, -1.562], [0.361, 0.439, -0.047], [-0.411, 0.148, -0.458], [0.984, -1.122, 2.209], [-0.054, 0.361, 0.228], [0.029, -0.033, 0.153], [0.269, 0.093, 0.799], [0.220, -0.291, -0.215], [0.465, 0.663, 0.315], [-0.262, -0.191, -0.092], [-0.959, 0.217, -0.779], [-0.022, 0.334, 0.108], [-0.433, 0.408, 0.272], [0.026, -0.340, -1.012]],
  "homo_ev": -9.8982,
  "de_lowest_ev": 1.740,
  "energy_ev": -9408.092,
  "smiles": "C=CC1OCCO1",
  "e_lumo_ev": 1.0
}